{"formula": "C64H150B4F16N8O3", "method": "wB97M-V/def2-TZVPD", "symbols": ["C", "C", "N", "C", "C", "C", "C", "C", "O", "C", "H", "H", "H", "H", "H", "H", "H", "H", "H", "H", "H", "H", "H", "H", "H", "H", "H", "H", "H", "H", "C", "C", "N", "C", "C", "C", "C", "C", "O", "C", "H", "H", "H", "H", "H", "H", "H", "H", "H", "H", "H", "H", "H", "H", "H", "H", "H", "H", "H", "H", "C", "C", "N", "C", "C", "C", "C", "C", "O", "C", "H", "H", "H", "H", "H", "H", "H", "H", "H", "H", "H", "H", "H", "H", "H", "H", "H", "H", "H", "H", "C", "C", "C", "N", "C", "C", "C", "C", "C", "H", "H", "H", "H", "H", "H", "H", "H", "H", "H", "H", "H", "H", "H", "H", "H", "H", "H", "C", "C", "C", "N", "C", "C", "C", "C", "C", "H", "H", "H", "H", "H", "H", "H", "H", "H", "H", "H", "H", "H", "H", "H", "H", "H", "H", "C", "C", "C", "N", "C", "C", "C", "C", "C", "H", "H", "H", "H", "H", "H", "H", "H", "H", "H", "H", "H", "H", "H", "H", "H", "H", "H", "C", "C", "C", "N", "C", "C", "C", "C", "C", "H", "H", "H", "H", "H", "H", "H", "H", "H", "H", "H", "H", "H", "H", "H", "H", "H", "H", "C", "C", "C", "N", "C", "C", "C", "C", "C", "H", "H", "H", "H", "H", "H", "H", "H", "H", "H", "H", "H", "H", "H", "H", "H", "H", "H", "B", "F", "F", "F", "F", "B", "F", "F", "F", "F", "B", "F", "F", "F", "F", "B", "F", "F", "F", "F"], "xyz": [[-14.11281, 10.34716, 1.07708], [-13.45294, 10.64717, 2.40534], [-12.77304, 9.48925, 3.11175], [-11.39574, 9.34145, 2.52320], [-12.64284, 9.84139, 4.58310], [-11.84835, 8.80011, 5.33992], [-13.48627, 8.16527, 2.90356], [-14.69548, 7.91201, 3.78360], [-15.42727, 9.11156, 3.86856], [-16.62498, 8.93862, 4.61023], [-14.94739, 9.65515, 1.10336], [-13.46388, 10.10697, 0.23227], [-14.53820, 11.29444, 0.73219], [-14.22211, 10.95040, 3.11616], [-12.85677, 11.56001, 2.36543], [-10.86664, 10.24386, 2.83061], [-11.41995, 9.35941, 1.43764], [-10.88873, 8.47238, 2.92212], [-13.63835, 10.01104, 4.98334], [-12.16681, 10.82255, 4.56964], [-10.76777, 8.91313, 5.21634], [-12.05492, 7.76397, 5.08360], [-11.93742, 8.92666, 6.41916], [-12.71160, 7.41961, 3.06194], [-13.72951, 8.11138, 1.84525], [-14.35873, 7.58884, 4.77808], [-15.27795, 7.06511, 3.40995], [-17.37426, 8.37654, 4.05494], [-17.01119, 9.89559, 4.94828], [-16.45244, 8.37830, 5.53614], [-17.46430, 7.03688, 1.22454], [-18.31691, 6.07887, 0.39105], [-18.83359, 6.70744, -0.90900], [-19.51531, 5.63470, -1.71602], [-19.86687, 7.75054, -0.50967], [-20.48343, 8.48520, -1.66743], [-17.67692, 7.23749, -1.68572], [-16.44578, 6.40049, -1.86481], [-16.71803, 5.17636, -2.52559], [-15.52176, 4.45556, -2.79746], [-16.74403, 7.58393, 0.61878], [-16.89338, 6.41591, 1.91259], [-18.04413, 7.74908, 1.80470], [-19.23911, 5.79912, 0.89176], [-17.71852, 5.20976, 0.13452], [-20.45463, 5.27230, -1.30682], [-18.78513, 4.85203, -1.89086], [-19.77471, 6.09693, -2.66749], [-19.27894, 8.44818, 0.09006], [-20.58711, 7.34268, 0.19774], [-19.68794, 8.91345, -2.28339], [-20.99128, 9.35857, -1.25612], [-21.15003, 7.97935, -2.36388], [-17.39239, 8.18457, -1.22047], [-18.09238, 7.52063, -2.65532], [-15.89994, 6.18990, -0.93859], [-15.67511, 6.93114, -2.43432], [-14.83712, 4.40875, -1.94905], [-15.06868, 4.78195, -3.73637], [-15.83911, 3.42359, -2.96762], [-11.90339, 16.81021, -5.24842], [-11.85785, 15.36899, -4.74580], [-10.81409, 15.01778, -3.73038], [-10.94523, 13.56157, -3.34961], [-9.40006, 15.36580, -4.22651], [-9.05485, 14.77945, -5.57721], [-10.96568, 15.81763, -2.43904], [-12.25971, 15.56031, -1.71281], [-12.27808, 14.26620, -1.08432], [-13.55426, 13.74634, -0.74735], [-12.14616, 17.44715, -4.39661], [-12.72416, 16.86324, -5.95829], [-10.97118, 17.19133, -5.65685], [-11.74542, 14.57213, -5.48419], [-12.84429, 15.11724, -4.34856], [-10.57761, 13.05665, -4.24353], [-11.98677, 13.29318, -3.21228], [-10.38126, 13.36590, -2.44742], [-8.76746, 15.10265, -3.38429], [-9.48760, 16.44685, -4.32712], [-8.89803, 13.70498, -5.44417], [-8.12795, 15.18646, -5.97184], [-9.85694, 14.89835, -6.29983], [-10.79785, 16.84781, -2.73704], [-10.17819, 15.48379, -1.76592], [-13.21208, 15.82658, -2.19255], [-12.42707, 16.10164, -0.76702], [-13.47455, 12.90657, -0.07066], [-14.06944, 13.49722, -1.68250], [-14.21268, 14.51259, -0.31324], [-5.29850, 5.94592, -4.54449], [-6.81188, 6.10836, -4.34751], [-7.30678, 5.00370, -3.42238], [-8.78545, 5.12939, -3.11154], [-9.11545, 6.36881, -2.35462], [-9.12323, 3.94542, -2.26258], [-10.60485, 3.55914, -2.57131], [-10.88968, 4.25240, -3.91686], [-9.65441, 4.97947, -4.37048], [-5.16421, 4.92456, -4.90889], [-4.72578, 6.03499, -3.62237], [-4.84894, 6.64432, -5.24571], [-7.38568, 6.19811, -5.26968], [-6.98640, 7.06385, -3.83844], [-6.80840, 4.95968, -2.45537], [-7.15306, 4.03506, -3.89748], [-10.12180, 6.21399, -1.96080], [-9.20799, 7.24767, -2.98975], [-8.41174, 6.57265, -1.55416], [-8.87114, 4.09603, -1.21507], [-8.53848, 3.07819, -2.56708], [-11.23784, 4.04827, -1.83489], [-10.61191, 2.47617, -2.55650], [-11.70130, 4.94689, -3.69335], [-11.30047, 3.54826, -4.64170], [-9.73511, 6.02760, -4.65808], [-9.05190, 4.47888, -5.12630], [-17.30583, 15.46044, -3.85988], [-17.50190, 13.94141, -3.87616], [-18.20437, 13.45797, -5.12659], [-18.92481, 12.14754, -4.98527], [-17.96363, 11.05777, -4.53747], [-19.55890, 11.84454, -6.34498], [-20.73620, 10.92753, -6.04433], [-21.19221, 11.47236, -4.63658], [-20.06733, 12.22201, -3.96316], [-18.27622, 15.95514, -3.86611], [-16.81374, 15.76746, -4.79052], [-16.73193, 15.71760, -2.97499], [-18.12326, 13.76002, -2.99434], [-16.57973, 13.37650, -3.72677], [-17.58231, 13.44456, -6.02385], [-19.00145, 14.17623, -5.34241], [-18.49418, 10.11494, -4.45800], [-17.62429, 11.41950, -3.57104], [-17.12374, 11.02611, -5.22947], [-18.81749, 11.27519, -6.90564], [-19.77021, 12.77950, -6.85507], [-20.34168, 9.92195, -5.91067], [-21.68344, 10.99028, -6.56309], [-21.64116, 10.64659, -4.09086], [-21.98345, 12.14940, -4.95639], [-19.82706, 11.84225, -2.97353], [-20.30252, 13.27844, -3.85307], [-14.70187, 10.13384, -2.97358], [-14.82848, 8.91940, -3.90008], [-14.18382, 9.30803, -5.23336], [-14.07081, 8.15151, -6.19559], [-13.41979, 8.63382, -7.46835], [-13.30115, 6.91572, -5.68041], [-14.22576, 5.78331, -6.00558], [-15.62466, 6.33847, -5.89470], [-15.47497, 7.69959, -6.59923], [-15.29572, 11.01930, -3.20109], [-13.65086, 10.44086, -3.04955], [-14.87236, 9.89008, -1.92786], [-15.87083, 8.61390, -4.03937], [-14.35870, 8.08586, -3.37945], [-13.13839, 9.45645, -4.95170], [-14.63528, 10.14346, -5.75786], [-13.38090, 7.78871, -8.14912], [-12.42223, 8.99968, -7.20257], [-13.84914, 9.55357, -7.86404], [-12.37335, 6.76904, -6.22870], [-13.11601, 7.19039, -4.64282], [-14.04258, 5.42705, -7.02106], [-14.14398, 4.92446, -5.34113], [-16.35771, 5.68502, -6.36368], [-15.94865, 6.51625, -4.86400], [-15.59658, 7.45590, -7.65387], [-16.22403, 8.40557, -6.24785], [-8.55159, 9.35436, -10.08163], [-8.94770, 8.08662, -9.33075], [-8.54001, 6.83556, -10.11000], [-9.03457, 5.57487, -9.45006], [-10.51765, 5.46476, -9.46724], [-8.41210, 5.35250, -8.09632], [-8.25421, 3.84235, -7.93013], [-8.36422, 3.21843, -9.33351], [-8.46568, 4.39915, -10.26292], [-7.48527, 9.55843, -10.10525], [-8.99719, 10.16545, -9.49450], [-9.05280, 9.41994, -11.04417], [-10.01515, 8.06256, -9.08465], [-8.56983, 7.96423, -8.30749], [-7.45436, 6.83630, -10.16534], [-9.05524, 6.82526, -11.06902], [-10.98148, 6.09857, -8.71479], [-10.71819, 4.44297, -9.14904], [-10.92519, 5.72507, -10.44079], [-9.08432, 5.70190, -7.31316], [-7.44230, 5.84387, -8.09696], [-8.92560, 3.34375, -7.23575], [-7.24770, 3.65543, -7.54566], [-9.20193, 2.52080, -9.32830], [-7.51542, 2.58303, -9.58193], [-9.10673, 4.28050, -11.13527], [-7.49632, 4.73061, -10.63354], [-18.77225, 7.93837, -9.52291], [-17.78729, 8.20274, -10.65635], [-18.05393, 9.51936, -11.34338], [-17.21163, 9.75493, -12.57683], [-15.82216, 10.04282, -12.13417], [-17.78926, 10.93917, -13.36759], [-17.74143, 10.58723, -14.86236], [-16.95189, 9.26744, -14.88666], [-17.25558, 8.60051, -13.58634], [-19.79766, 8.12654, -9.85101], [-18.62876, 8.64967, -8.69751], [-18.68929, 6.93765, -9.10813], [-17.85910, 7.34214, -11.32131], [-16.76637, 8.21629, -10.27038], [-17.90123, 10.37231, -10.68029], [-19.08498, 9.59229, -11.69282], [-15.82393, 10.93612, -11.51614], [-15.12214, 10.20862, -12.95318], [-15.42591, 9.14481, -11.65559], [-17.17542, 11.80872, -13.14427], [-18.81853, 11.12070, -13.07320], [-17.19924, 11.31375, -15.45808], [-18.76446, 10.44736, -15.20184], [-15.89604, 9.52751, -14.97338], [-17.19834, 8.68102, -15.76902], [-16.53267, 7.86775, -13.22468], [-18.24168, 8.14040, -13.51840], [-13.71338, 6.94201, -10.86178], [-12.74142, 6.35842, -11.68208], [-14.92182, 7.01342, -11.62197], [-13.87118, 6.13830, -9.70232], [-13.35277, 8.26108, -10.45552], [-11.80350, 2.84267, -7.00478], [-11.33838, 2.32178, -8.22461], [-11.22842, 4.16362, -6.90719], [-13.19460, 2.89228, -6.91207], [-11.30617, 2.03105, -5.95444], [-17.26616, 12.27340, -0.48248], [-16.86748, 11.91773, 0.80977], [-17.91800, 13.51626, -0.49734], [-16.10199, 12.31724, -1.31279], [-18.17041, 11.28504, -1.00048], [-13.07439, 6.71348, -0.79570], [-11.84892, 7.00993, -0.17644], [-13.67856, 5.62788, -0.13046], [-13.96772, 7.80536, -0.64912], [-12.90174, 6.37836, -2.15402]], "forces_ev_per_angstrom": [[0.1, 0.9, -0.8], [-1.6, 0.2, 0.6], [0.4, -0.1, -0.4], [0.1, 1.0, 0.3], [0.2, 0.1, -0.3], [1.1, 0.2, 0.6], [0.2, -0.1, -0.6], [0.6, 0.3, 0.5], [-0.5, -0.3, 0.0], [-0.1, -0.2, 0.8], [0.1, -0.1, 0.2], [0.3, -0.5, 0.4], [-0.3, 0.0, 0.4], [-0.3, -0.2, -0.2], [0.9, -0.6, -0.1], [0.2, -0.1, 0.0], [-0.3, -0.4, 0.0], [-0.1, -0.1, -0.1], [-0.1, -0.3, -0.2], [0.2, -0.1, 0.2], [-0.1, 0.1, -0.4], [-0.4, 0.0, 0.1], [-0.5, 0.0, -0.1], [-0.2, -0.2, 0.1], [0.0, 0.1, 0.0], [-0.1, 0.2, 0.1], [0.0, 0.1, -0.3], [-0.1, 0.1, -0.2], [0.0, 0.2, -0.5], [0.3, -0.1, -0.1], [-0.2, -0.3, 0.0], [-0.1, 0.7, -0.1], [-0.5, -1.7, 1.0], [0.2, 0.3, -0.7], [1.1, 0.6, 0.1], [0.3, 0.9, -0.5], [-0.4, 1.6, -0.7], [0.9, -1.2, 0.2], [-0.2, 0.4, 0.2], [-0.5, -1.3, -0.2], [0.1, 0.0, 0.1], [0.0, 0.0, 0.1], [-0.1, 0.0, 0.0], [0.2, -0.4, 0.3], [-0.2, -0.1, -0.2], [0.2, 0.1, 0.6], [-0.2, -0.1, 0.0], [0.1, -0.1, -0.1], [-0.2, 0.3, -0.2], [0.0, -0.6, -0.4], [0.1, 0.1, 0.1], [-0.2, -0.1, 0.0], [-0.1, -0.4, 0.5], [0.0, -0.1, 0.0], [0.1, -0.2, -0.1], [-0.3, 0.0, 0.2], [-0.5, 0.5, -0.1], [0.1, 0.5, -0.1], [0.2, 0.3, 0.5], [0.0, 0.1, -0.1], [0.2, -0.5, 0.8], [-0.5, -0.7, -0.3], [-0.1, 0.1, 1.5], [0.3, 0.3, -1.6], [-1.2, 0.6, -0.3], [0.0, -1.2, 0.6], [-0.4, -0.3, 0.0], [-1.8, 0.0, 2.5], [0.9, -0.8, -0.6], [-0.8, 1.3, -1.1], [-0.2, 0.1, -0.1], [0.1, 0.2, -0.2], [-0.1, -0.2, -0.4], [0.2, 0.5, -0.5], [0.2, 0.2, 0.5], [0.2, -0.5, 0.4], [0.0, 0.2, 0.2], [0.1, -0.1, -0.1], [0.4, 0.0, -0.3], [0.5, 0.0, 0.2], [0.1, 0.0, -0.3], [0.0, 0.2, 0.1], [0.1, 0.3, -0.1], [-0.2, 0.2, 0.4], [0.2, 0.1, -0.2], [0.3, -0.6, -0.8], [1.0, 1.4, -0.7], [0.3, -0.1, -0.1], [-0.1, -0.6, 0.2], [0.3, -0.1, 0.4], [-0.3, -0.6, -0.3], [0.5, 1.0, 1.3], [-0.5, 0.4, -0.7], [1.1, -1.0, 0.1], [-1.0, 0.1, -0.1], [-1.0, -1.3, 0.0], [1.6, 1.4, 0.5], [-1.4, -0.3, 0.2], [0.9, 0.7, 0.6], [0.5, 0.1, -0.2], [-0.3, 0.0, 0.2], [-0.2, 0.0, -0.2], [0.2, -0.5, -0.2], [0.0, 0.0, 0.0], [0.2, 0.3, -0.1], [-0.2, -0.1, 0.0], [0.1, 0.1, 0.3], [0.4, -0.2, -0.3], [0.1, -0.3, 0.0], [-0.2, 0.4, 0.0], [0.4, 0.3, -0.3], [-0.2, -0.6, 0.3], [-0.7, 0.0, -0.1], [0.1, 0.3, -0.3], [0.5, 0.2, 0.0], [-0.6, -0.2, -0.5], [-0.1, -0.3, 0.1], [0.2, -0.6, -1.0], [-0.2, -0.2, 0.5], [-0.6, 1.0, 0.3], [0.4, -0.4, -0.1], [-0.4, 1.2, -0.1], [0.1, -1.0, -0.1], [0.4, 0.6, 2.4], [-0.9, -0.4, -1.2], [-0.3, 0.3, -0.6], [0.0, 0.1, 0.3], [0.3, 0.2, 0.3], [0.0, 0.3, -0.1], [0.0, -0.4, 0.0], [0.1, 0.3, 0.1], [0.2, -0.3, 0.1], [0.0, -0.1, -0.1], [0.0, 0.0, 0.0], [0.1, -0.5, 0.3], [-0.1, -0.1, -0.1], [0.2, 0.4, -0.2], [-0.2, 0.0, 0.2], [-0.4, -0.2, -0.4], [0.6, -0.3, -1.1], [0.0, 0.2, 0.4], [-0.2, 0.2, 0.8], [0.7, -0.1, -0.1], [0.0, 0.0, 0.0], [0.6, 0.0, 0.1], [-1.0, 0.9, 0.0], [1.2, -2.2, 1.1], [-1.0, 0.9, -2.3], [1.1, 0.4, 0.8], [-0.3, 0.8, 0.1], [-0.5, -1.0, 0.5], [-0.3, 0.8, 0.1], [-0.6, -1.7, 0.8], [-0.2, -0.2, -0.2], [0.0, 0.1, 0.3], [-0.1, -0.1, 0.0], [-0.1, 0.2, 0.0], [0.4, 0.0, -0.4], [0.0, 0.8, -0.4], [0.0, 0.1, 0.1], [0.0, 0.3, -0.3], [0.2, -0.6, 0.0], [-0.9, -0.5, -0.2], [0.1, 0.5, 0.0], [0.1, -0.8, 0.1], [0.1, -0.1, 0.0], [0.6, 0.0, -0.2], [0.0, 0.1, -0.1], [0.2, -0.3, 0.1], [0.6, 0.7, -0.2], [0.2, 0.3, -0.2], [-0.9, 0.5, 1.4], [-0.3, -1.0, 0.3], [-1.3, 0.5, 0.8], [1.3, -0.3, -0.6], [-0.2, -0.3, 0.7], [-0.9, -0.7, 0.4], [1.2, -0.6, 0.0], [-0.2, -0.6, 0.4], [-0.3, 0.3, -0.6], [0.1, -0.3, -0.4], [0.2, 0.2, -0.2], [0.4, -0.2, -0.2], [-0.2, 0.2, -0.8], [0.8, 0.6, -0.2], [0.0, -0.4, -0.3], [0.5, 0.1, -0.3], [0.2, 0.2, 0.0], [-0.4, 0.0, -0.3], [0.1, -0.2, -0.1], [0.1, 0.5, -0.2], [-0.1, 0.2, 0.0], [-0.4, 0.4, -0.1], [0.0, 0.0, 0.1], [-0.3, 0.4, -0.3], [0.2, 0.3, 0.0], [-0.1, -0.1, 0.1], [0.1, -0.1, 0.2], [-0.2, 1.0, 0.3], [0.3, -0.4, 0.5], [-0.5, -0.2, -0.6], [-0.7, 0.6, -0.4], [0.8, -0.5, -0.3], [0.4, 0.4, -0.3], [0.3, -0.7, 0.6], [0.0, 0.5, -0.8], [0.4, -0.3, 1.1], [0.0, -0.4, -0.1], [0.1, -0.1, 0.0], [0.0, -0.1, -0.2], [0.1, 0.2, -0.3], [0.0, -0.2, 0.0], [0.2, 0.0, 0.0], [-0.1, -0.2, 0.1], [-0.1, -0.1, 0.2], [-0.5, 0.1, -0.3], [-0.1, 0.3, 0.4], [-0.1, 0.0, 0.2], [0.1, 0.0, 0.3], [-0.4, 0.3, 0.0], [0.1, 0.1, -0.3], [0.1, -0.3, 0.1], [0.0, -0.2, 0.2], [0.1, 0.0, -0.3], [-0.1, 0.2, -0.2], [0.0, -0.7, -0.7], [0.1, 0.5, 0.4], [0.1, 0.2, 0.6], [-0.2, 0.6, 0.0], [-0.1, -0.2, 0.0], [0.2, -1.0, -0.2], [-0.3, 0.2, 0.1], [-0.2, 0.3, 0.4], [0.3, 0.4, -0.1], [0.1, 0.5, -0.1], [-0.3, 0.2, 0.4], [-0.1, 0.0, -0.3], [0.3, -0.4, -0.2], [-0.3, 0.0, -0.1], [0.3, 0.0, -0.3], [-0.4, -0.6, 0.9], [0.0, 0.2, -0.4], [0.1, 0.0, -0.1], [0.2, 0.3, -0.4], [0.1, 0.4, -0.2]], "lowdin_charge": [-0.07, -0.15, -0.25, 0.02, -0.15, -0.05, -0.07, -0.19, -0.20, -0.06, 0.08, 0.08, 0.06, 0.13, 0.14, 0.11, 0.10, 0.11, 0.13, 0.14, 0.09, 0.08, 0.10, 0.13, 0.11, 0.13, 0.12, 0.08, 0.10, 0.10, -0.04, -0.12, -0.26, 0.03, -0.15, -0.06, -0.10, -0.20, -0.19, -0.05, 0.07, 0.09, 0.08, 0.14, 0.14, 0.12, 0.10, 0.10, 0.13, 0.15, 0.06, 0.10, 0.09, 0.14, 0.13, 0.11, 0.10, 0.10, 0.06, 0.11, -0.03, -0.19, -0.27, 0.03, -0.14, -0.04, -0.07, -0.18, -0.24, -0.07, 0.09, 0.10, 0.09, 0.12, 0.12, 0.10, 0.10, 0.12, 0.14, 0.12, 0.08, 0.10, 0.08, 0.14, 0.15, 0.13, 0.15, 0.07, 0.08, 0.11, -0.08, -0.23, -0.13, -0.26, 0.03, -0.10, -0.08, -0.13, -0.07, 0.08, 0.09, 0.08, 0.09, 0.11, 0.15, 0.14, 0.10, 0.10, 0.12, 0.14, 0.13, 0.11, 0.13, 0.09, 0.09, 0.12, 0.12, -0.06, -0.24, -0.15, -0.24, 0.04, -0.09, -0.12, -0.13, -0.06, 0.09, 0.08, 0.08, 0.11, 0.10, 0.14, 0.14, 0.10, 0.08, 0.10, 0.12, 0.14, 0.10, 0.12, 0.12, 0.12, 0.13, 0.14, -0.07, -0.22, -0.12, -0.23, 0.01, -0.05, -0.14, -0.13, -0.08, 0.05, 0.08, 0.07, 0.09, 0.08, 0.14, 0.13, 0.08, 0.11, 0.11, 0.13, 0.11, 0.13, 0.11, 0.14, 0.09, 0.13, 0.11, -0.08, -0.24, -0.12, -0.26, 0.04, -0.11, -0.13, -0.12, -0.08, 0.08, 0.07, 0.09, 0.10, 0.10, 0.14, 0.15, 0.09, 0.10, 0.11, 0.11, 0.13, 0.10, 0.12, 0.11, 0.13, 0.15, 0.13, -0.09, -0.23, -0.14, -0.25, 0.02, -0.08, -0.12, -0.14, -0.08, 0.08, 0.06, 0.08, 0.12, 0.10, 0.14, 0.13, 0.11, 0.12, 0.08, 0.13, 0.13, 0.12, 0.12, 0.12, 0.13, 0.13, 0.15, -1.21, 0.11, 0.07, 0.09, 0.06, -1.22, 0.11, 0.05, 0.13, 0.09, -1.23, 0.11, 0.11, 0.06, 0.05, -1.27, 0.10, 0.10, 0.08, 0.10], "charge": 4, "orbital_gap_ev": 9.25, "de_lowest_kj_mol": 0.0, "e_tot_ha": -4889.15512}